[1]
15
Properties=species:S:1:pos:R:3:forces:R:3:lowdin_charge:R:1 method="wB97M-V/def2-TZVPD" charge=0 homo_energy_ha=-0.30281
C 2.519773 0.545350 -0.212783 0.34 0.05 0.00 -0.12
O 1.122959 0.427697 -0.258338 -0.14 0.01 -0.01 -0.23
C 0.682944 -0.906412 -0.058992 -0.03 -0.28 0.03 -0.27
C -0.792110 -1.065560 0.155355 0.05 0.56 -0.03 -0.05
C -2.792801 0.260632 0.479953 -0.16 -0.02 0.03 -0.09
N -1.394657 0.093636 0.123666 0.17 -0.32 0.08 -0.11
H 2.999505 -0.003933 -1.037641 -0.08 0.08 0.11 0.09
H 2.922146 0.159735 0.737581 -0.07 0.07 -0.14 0.09
H 2.769000 1.606048 -0.298483 -0.03 -0.16 -0.01 0.09
H 1.153045 -1.322937 0.849108 -0.03 0.04 -0.13 0.11
H 1.001459 -1.549069 -0.895915 -0.08 0.08 0.10 0.12
H -3.190649 -0.732096 0.692784 -0.01 0.16 -0.05 0.08
H -2.868448 0.884136 1.377630 -0.04 -0.08 -0.14 0.08
H -3.364301 0.731400 -0.326492 0.12 -0.07 0.07 0.08
H -0.871339 0.950098 -0.069881 -0.01 -0.12 0.08 0.13

[2]
15
Properties=species:S:1:pos:R:3:forces:R:3:lowdin_charge:R:1 method="wB97M-V/def2-TZVPD" charge=+1 homo_energy_ha="-0.48576 / -0.48575"
C 1.054056 -1.597147 0.327593 -1.85 2.53 0.25 0.01
C 0.699638 0.714907 0.647658 -2.53 -1.12 -0.98 -0.10
C -1.796593 0.308087 -0.331405 1.70 -0.63 -0.75 -0.07
C -0.681121 -0.154020 0.750658 -0.61 3.72 -0.25 -0.21
N -0.266415 -1.504779 0.563392 0.30 -3.36 -0.21 0.09
N 1.570377 -0.365235 0.344056 -0.78 -0.96 -0.20 0.04
O -1.488728 0.943550 -1.312005 -1.27 -0.69 0.60 0.02
O 1.478583 1.709878 -1.924082 0.26 0.18 -0.67 -0.25
O -0.185953 3.085831 -0.626185 0.35 -0.19 -0.40 -0.24
S 0.450079 1.864115 -0.968802 0.49 -0.59 2.54 0.86
H 1.490921 -2.551335 0.132538 0.74 -0.21 0.05 0.17
H -2.802269 -0.076453 -0.159927 -0.25 0.19 -0.08 0.15
H -1.220462 0.188054 1.659960 0.60 -1.24 0.11 0.16
H -0.815746 -2.439325 0.526496 0.78 2.60 0.27 0.23
H 2.513635 -0.126130 0.370053 2.07 -0.23 -0.27 0.14

[3]
16
Properties=species:S:1:pos:R:3:forces:R:3:lowdin_charge:R:1 method="wB97M-V/def2-TZVPD" smiles="CNC(C)=O.C#C" charge=0 homo_energy_ha=-0.35313
C 2.582487 1.671836 0.038516 0.24 -0.54 -1.00 -0.02
C 2.257344 0.105285 -0.028758 1.96 1.23 2.95 -0.52
C 0.633376 -1.619560 -0.261506 1.60 -5.92 4.06 -0.14
C -5.223162 0.680920 0.009582 0.21 -0.29 0.02 -0.01
C -4.677557 -0.348300 0.301026 -0.27 0.51 -0.13 -0.01
H 1.851137 2.450940 -0.412234 0.76 -1.57 1.11 0.08
H 3.508638 1.773009 -0.650889 -1.16 -0.05 1.72 0.09
H 2.784194 1.770642 1.178357 -0.10 0.41 -2.27 0.10
H 0.286047 0.279741 -0.461811 -0.02 1.13 -0.36 0.14
H 1.302443 -2.169795 0.599078 -1.03 0.94 -2.26 0.15
H -0.276976 -1.719428 0.296068 -1.17 -0.11 -0.59 0.08
H 0.733442 -2.247336 -1.147478 -0.25 0.36 -0.19 0.09
H -5.694638 1.598679 -0.270143 0.07 -0.19 0.09 0.02
H -4.197728 -1.259044 0.564132 0.00 -0.04 0.01 0.01
N 1.030871 -0.341783 -0.258525 -0.48 3.63 -1.72 -0.04
O 3.100076 -0.625801 0.504590 -0.35 0.49 -1.45 0.00

Maximum force for the records above, in order: 0.011 0.073 0.143 Eh/bohr
Energy relative to the best compared isomer or geometry (same formula, charge and spin) for the records above, in order: 74.8 39.6 92.8 kcal/mol